Record 1
{"formula": "C5H13NO2", "method": "ωB97M-V with the def2-TZVPD basis set", "charge": 0, "e_homo_ev": -7.80, "e_above_lowest_ev": 4.272, "homo_lumo_gap_ev": 5.9725, "species": ["N", "C", "C", "C", "C", "C", "H", "H", "H", "H", "H", "H", "H", "H", "H", "H", "H", "O", "H", "H", "O"], "xyz": [[-0.835149, 0.678969, 1.389553], [0.010340, 0.394884, 0.401829], [-0.141691, -0.928806, -0.244619], [2.115528, 2.512832, -1.949282], [1.541593, 1.309110, -1.281693], [0.885286, 1.381936, -0.127969], [-1.690108, 0.112447, 1.258941], [-0.555828, 0.573530, 2.358160], [0.568106, -1.012048, -1.062669], [-1.173722, -0.970175, -0.620101], [2.832814, 3.121446, -1.406120], [2.478836, 2.282852, -2.947380], [1.204522, 3.097445, -2.148488], [1.780751, 0.371439, -1.760581], [0.823995, 2.392372, 0.273364], [-1.684765, -2.639466, 1.264643], [-3.395179, -1.916960, 1.669479], [-2.556264, -1.451784, 1.619037], [-1.180709, -4.084233, 1.792539], [-0.014431, -1.802896, 0.403490], [-1.013924, -3.422893, 1.117869]], "forces_ev_per_a": [[-0.395, -0.198, -0.291], [0.021, -1.259, -0.048], [0.160, 0.657, -1.056], [-1.259, 0.111, -0.836], [1.668, -0.412, -0.139], [0.050, 1.153, 0.633], [-0.400, -1.188, 0.798], [0.161, 0.955, 0.104], [-0.230, -0.143, -0.232], [0.054, -0.323, 0.072], [-0.050, -0.164, 0.258], [0.378, -0.132, 0.132], [0.396, 0.489, 0.102], [-0.465, -0.240, -0.105], [-0.235, -0.234, 0.368], [0.048, -0.175, 0.454], [-0.138, 0.310, -0.019], [0.412, 0.270, -0.336], [-0.070, 0.139, 0.046], [-0.221, 0.309, 0.436], [0.114, 0.074, -0.339]], "nbo_charge": [-0.79, 0.52, -0.73, -0.68, 0.04, -0.35, 0.48, 0.44, 0.20, 0.30, 0.25, 0.23, 0.24, 0.21, 0.22, 0.51, 0.44, -1.27, 0.46, 0.33, -1.06]}

---

Record 2
{"formula": "C5H13NO2", "method": "ωB97M-V with the def2-TZVPD basis set", "charge": 0, "e_homo_ev": -8.13, "e_above_lowest_ev": 3.697, "homo_lumo_gap_ev": 6.2795, "species": ["C", "N", "C", "C", "C", "C", "H", "H", "H", "H", "H", "H", "H", "H", "H", "H", "H", "O", "H", "H", "O"], "xyz": [[0.831744, 0.837563, -1.802942], [0.926142, -1.026573, 0.133544], [0.645136, 0.222578, 0.598296], [0.499433, 1.328319, -0.392983], [0.455812, -0.383259, 3.010187], [0.454880, 0.484900, 1.972253], [1.857295, 0.465592, -1.834644], [0.175907, 0.003620, -2.046031], [0.714955, 1.658720, -2.512394], [0.177815, -1.409318, -0.495411], [0.990861, -1.593130, 0.967031], [1.149131, 2.166121, -0.091632], [0.658105, -1.434920, 2.864716], [0.294166, 0.022384, 3.996401], [0.201050, 1.506805, 2.240112], [-0.528059, 1.708901, -0.388539], [-2.989719, -0.126974, -0.199799], [-2.161377, 0.150132, -0.608416], [-1.537747, -2.338649, -2.262614], [-1.802097, -0.652167, -1.197923], [-1.013433, -1.590646, -1.949211]], "forces_ev_per_a": [[0.079, 0.287, 0.303], [-1.110, 2.020, 2.610], [-0.117, -1.360, -2.862], [0.365, -0.349, -0.491], [0.304, 0.765, -1.456], [-0.119, 0.283, 2.738], [0.053, 0.114, -0.115], [-0.084, 0.155, -0.423], [-0.018, -0.187, -0.011], [0.010, -0.141, -1.815], [0.193, -0.793, -0.235], [-0.064, -0.217, 0.219], [-0.061, -0.124, 0.331], [-0.097, -0.312, 0.150], [0.196, 0.043, -0.308], [-0.043, -0.206, 0.347], [0.197, 0.004, -0.194], [-0.146, 0.025, 0.417], [0.255, 0.174, 0.188], [-0.060, 0.093, -0.060], [0.266, -0.274, 0.667]], "nbo_charge": [-0.63, -0.72, 0.52, -0.51, -0.21, -0.32, 0.20, 0.29, 0.22, 0.50, 0.36, 0.23, 0.19, 0.22, 0.23, 0.31, 0.46, -1.08, 0.45, 0.51, -1.23]}

---

Record 3
{"formula": "C5H13NO2", "method": "ωB97M-V with the def2-TZVPD basis set", "charge": 0, "e_homo_ev": -9.40, "smiles": "CCCC(=O)NC.O", "e_above_lowest_ev": 0.783, "homo_lumo_gap_ev": 10.0712, "species": ["C", "C", "C", "C", "O", "N", "C", "H", "H", "H", "H", "H", "H", "H", "H", "H", "H", "H", "O", "H", "H"], "xyz": [[1.738582, 0.699022, -1.952857], [0.806644, 1.802757, -1.395318], [0.273846, 1.534120, 0.023961], [0.520986, 0.132490, 0.523261], [1.514682, -0.152313, 1.159308], [-0.373495, -0.857463, 0.139794], [-1.807598, -0.603057, 0.138517], [1.967610, 0.902596, -3.001468], [1.249836, -0.265519, -1.883213], [2.683691, 0.644105, -1.417582], [1.381180, 2.728598, -1.418327], [-0.028428, 1.874404, -2.090886], [-0.781732, 1.772947, 0.079736], [0.799047, 2.167119, 0.739099], [-0.151176, -1.702782, 0.654679], [-2.358639, -1.411009, 0.609307], [-2.228079, -0.483837, -0.864577], [-2.090619, 0.277887, 0.721681], [-0.917231, -3.161999, 2.755380], [-1.813288, -3.232821, 3.095903], [-0.385819, -2.665244, 3.383600]], "forces_ev_per_a": [[-0.173, 0.455, 0.055], [0.587, -0.837, -0.530], [0.267, 0.276, 0.421], [-0.115, -0.354, -0.386], [0.144, -0.016, 0.042], [-0.130, 0.042, 0.833], [-0.648, 0.384, -0.217], [-0.054, -0.023, 0.054], [0.003, -0.240, -0.101], [0.005, -0.001, 0.151], [-0.336, 0.177, 0.048], [-0.052, 0.242, 0.020], [-0.152, 0.132, -0.022], [-0.069, 0.042, -0.019], [0.077, -0.062, -0.170], [0.241, -0.350, -0.009], [0.197, 0.029, 0.007], [0.178, 0.033, -0.093], [0.071, -0.076, -0.443], [0.146, 0.128, 0.222], [-0.189, 0.018, 0.136]], "nbo_charge": [-0.61, -0.38, -0.52, 0.70, -0.61, -0.64, -0.42, 0.21, 0.21, 0.21, 0.21, 0.20, 0.21, 0.23, 0.41, 0.21, 0.19, 0.19, -0.95, 0.47, 0.48]}

---

Record 4
{"formula": "C5H13NO2", "method": "ωB97M-V with the def2-TZVPD basis set", "charge": 0, "e_homo_ev": -7.95, "smiles": "C=C/C=C/NC.O.O", "e_above_lowest_ev": 2.779, "homo_lumo_gap_ev": 8.5678, "species": ["C", "C", "C", "C", "N", "C", "H", "H", "H", "H", "H", "H", "H", "H", "H", "O", "H", "H", "O", "H", "H"], "xyz": [[2.718812, 0.064097, 1.747286], [1.591908, -0.645576, 1.649703], [0.942430, -1.015289, 0.374184], [-0.417412, -1.129225, 0.351872], [-1.098449, -1.198871, -0.882447], [-2.476114, -1.697070, -0.927549], [3.021421, 0.424968, 2.713211], [3.286573, 0.332402, 0.818366], [1.100112, -0.786636, 2.597832], [1.675502, -0.969914, -0.441669], [-0.942399, -1.128414, 1.293661], [-0.495232, -1.556808, -1.621172], [-2.577955, -2.817205, -0.936274], [-2.950238, -1.608528, 0.062717], [-2.995305, -1.252954, -1.762992], [1.700352, 3.668869, 0.239424], [1.701475, 2.744453, 0.585557], [0.890216, 3.587484, -0.303191], [-1.314860, 1.762203, -2.153380], [-1.808184, 2.329734, -1.539221], [-1.552643, 0.892283, -1.865916]], "forces_ev_per_a": [[0.136, -0.073, -1.430], [0.130, 0.576, -0.251], [-0.361, 0.343, 1.666], [2.226, -0.169, -1.949], [-0.451, -0.285, 0.784], [0.468, -1.782, 1.192], [0.426, 0.062, 0.063], [-0.353, -0.173, 1.110], [-0.574, -0.391, 0.074], [-0.963, -0.159, -0.257], [-0.466, 0.098, -0.124], [-0.321, 0.201, 0.246], [0.513, 0.604, -0.873], [-0.047, 1.184, -0.459], [-0.476, 0.069, 0.101], [-1.038, -1.572, -0.081], [0.476, 0.936, -0.028], [0.567, 0.538, 0.102], [-0.179, 1.238, 0.135], [0.239, -0.095, -0.371], [0.048, -1.153, 0.349]], "nbo_charge": [-0.43, -0.20, -0.32, 0.02, -0.63, -0.42, 0.20, 0.19, 0.19, 0.21, 0.20, 0.39, 0.18, 0.21, 0.21, -0.93, 0.47, 0.47, -0.94, 0.46, 0.47]}

---

Record 5
{"formula": "C5H13NO2", "method": "ωB97M-V with the def2-TZVPD basis set", "charge": 1, "e_homo_ev": [-13.59, -13.59], "e_above_lowest_ev": 1.180, "spin_multiplicity": 2, "s2": 0.754, "homo_lumo_gap_ev": [9.9749, 4.9605], "species": ["C", "C", "N", "H", "H", "H", "H", "H", "H", "H", "H", "C", "C", "C", "O", "O", "H", "H", "H", "H", "H"], "xyz": [[1.219655, 0.395173, -2.871045], [-0.166481, 0.295444, -2.314734], [2.066146, -0.659930, -2.364874], [1.342871, 0.267666, -3.963924], [1.746620, 1.340992, -2.653848], [-0.775524, -0.456004, -2.813035], [-0.597033, 1.296409, -2.376453], [3.079277, -0.552390, -2.375885], [1.730372, -1.120485, -1.528071], [-2.170998, -0.990211, 0.062146], [-0.294209, 0.068065, -1.256072], [-0.173414, 0.037180, 2.277948], [-1.071759, 0.841748, 3.196036], [-0.852418, -1.166539, 1.653828], [-0.881892, -2.294619, 1.978156], [-1.364952, -0.661022, 0.438006], [0.492908, 0.554922, 1.593045], [0.581085, -0.339484, 2.988847], [-1.731527, 0.171144, 3.746019], [-1.651651, 1.572538, 2.628702], [-0.527076, 1.399401, 3.955207]], "forces_ev_per_a": [[0.756, -1.487, 0.138], [-0.792, 0.606, -0.001], [0.138, 1.567, 1.011], [-0.426, 0.419, -0.082], [0.068, -0.012, -0.003], [-0.041, 0.264, -0.400], [-0.370, -0.202, -0.442], [0.119, -0.293, -0.558], [-0.230, -0.729, 0.047], [-0.684, -1.123, 0.135], [0.833, -0.090, 0.182], [1.817, -1.425, 2.086], [-0.699, 0.782, -0.454], [0.248, 2.073, -1.552], [-0.376, -0.734, 0.370], [0.683, 0.612, 0.432], [-0.735, 0.483, -0.506], [-0.203, -0.558, -0.271], [-0.129, 0.035, -0.124], [-0.268, -0.139, 0.164], [0.294, -0.050, -0.170]], "lowdin_spin": [0.13, 0.00, 0.73, 0.05, 0.05, 0.00, 0.00, 0.02, 0.02, 0.00, 0.00, 0.00, 0.00, 0.00, 0.00, 0.00, 0.00, 0.00, 0.00, 0.00, 0.00]}

---

Record 6
{"formula": "C5H13NO3", "method": "ωB97M-V with the def2-TZVPD basis set", "charge": -2, "e_homo_ev": 0.09, "e_above_lowest_ev": 0.000, "homo_lumo_gap_ev": 6.6859, "species": ["C", "O", "C", "C", "C", "C", "O", "N", "H", "H", "H", "H", "H", "H", "H", "H", "H", "H", "H", "H", "H", "O"], "xyz": [[-0.998478, -1.055570, -2.301650], [-1.211597, -0.824605, -3.582772], [0.341340, -0.468526, -1.599796], [-0.015507, -0.437173, -0.056324], [-0.092420, 1.026715, 0.513047], [1.054300, 1.399101, 1.474963], [0.700412, 1.318548, 2.840562], [1.461251, -1.352997, -1.965458], [-1.843794, -0.789815, -1.629159], [-0.824488, -2.195517, -2.060741], [0.606203, 0.532893, -1.895629], [-0.995729, -0.899438, 0.037984], [0.697927, -0.965403, 0.604314], [-0.044240, 1.759438, -0.292157], [-1.040056, 1.046643, 1.050504], [1.443024, 2.428938, 1.320452], [1.870501, 0.727691, 1.153804], [1.193658, -2.332782, -1.909157], [2.173814, -1.273464, -1.240360], [-0.815892, 1.207124, 3.170389], [-1.896526, 0.242856, 2.840048], [-1.763694, 0.905335, 3.527146]], "forces_ev_per_a": [[0.994, -0.387, -0.370], [0.032, 0.126, -0.248], [-1.336, -1.691, 1.237], [0.914, 1.135, -0.371], [0.158, -0.798, -0.086], [-0.685, 0.184, 1.747], [0.227, -0.360, -1.148], [0.761, 0.090, 0.356], [-0.124, 0.288, 0.075], [-0.237, 0.557, 0.102], [-0.129, 0.379, -0.465], [0.013, -0.262, 0.232], [-0.137, -0.097, -0.459], [-0.578, -0.039, -0.293], [0.014, 0.817, -0.060], [-0.182, -0.001, -0.602], [0.457, -0.143, 0.350], [-0.468, 0.163, -0.121], [0.037, 0.162, -0.145], [0.148, -0.132, 0.767], [-0.376, -0.176, 0.200], [0.498, 0.185, -0.698]], "nbo_charge": [0.04, -0.94, -0.09, -0.42, -0.43, -0.03, -0.97, -0.84, 0.07, 0.01, 0.16, 0.19, 0.18, 0.18, 0.19, 0.09, 0.09, 0.33, 0.32, 0.51, 0.44, -1.05]}